ORCA calculation (ωB97M-V/def2-TZVPD) on a single C15H18ClN3O3 molecule.

Summary:
orbital gap = 9.4 eV
HOMO level = -8.642 eV
relative energy (zero: lowest compared OMol25 entry of this formula, charge and spin) = 0.091 eV
SMILES string = C[C@@]1(c2ccc(Cl)cc2)NC(=O)N(CN2CCOCC2)C1=O
DFT total energy = -1432.6216 Eh
lowest unoccupied orbital energy = 0.7354 eV

```
40
Properties=species:S:1:pos:R:3:mulliken_charge:R:1
C -0.634 -1.260 -1.702 -1.668
C -0.929 -0.839 -0.258 2.231
C -2.417 -0.856 0.034 -0.715
C -3.267 -0.032 -0.696 -0.006
C -4.628 -0.033 -0.456 -1.053
C -5.147 -0.866 0.522 0.427
Cl -6.849 -0.882 0.819 -0.219
C -4.314 -1.682 1.268 -0.918
C -2.952 -1.669 1.024 -0.235
N -0.161 -1.619 0.682 -0.015
C 0.751 -0.890 1.364 0.108
O 1.554 -1.279 2.173 -0.641
N 0.561 0.444 0.983 0.375
C 1.409 1.534 1.469 -1.326
N 2.610 1.782 0.744 0.065
C 3.651 0.776 0.819 -0.648
C 3.508 -0.305 -0.282 -0.541
O 2.366 -0.080 -1.081 -0.320
C 2.384 1.202 -1.670 -0.505
C 2.477 2.316 -0.597 -0.700
C -0.375 0.571 0.006 0.240
O -0.714 1.594 -0.534 -0.649
H -1.089 -0.559 -2.394 0.301
H -1.035 -2.254 -1.888 0.456
H 0.443 -1.264 -1.861 0.387
H -2.859 0.635 -1.439 0.383
H -5.283 0.610 -1.022 0.406
H -4.725 -2.319 2.036 0.413
H -2.307 -2.297 1.620 0.419
H -0.120 -2.623 0.650 0.290
H 1.672 1.278 2.500 0.440
H 0.794 2.439 1.446 0.441
H 3.614 0.312 1.804 0.317
H 4.610 1.294 0.709 0.334
H 4.403 -0.322 -0.924 0.443
H 3.368 -1.294 0.156 0.295
H 3.231 1.269 -2.369 0.456
H 1.453 1.278 -2.233 0.257
H 1.589 2.946 -0.632 0.325
H 3.357 2.941 -0.787 0.347
```